122
Properties=species:S:1:pos:R:3 method="wB97M-V/def2-TZVPD" charge=+1 homo_lumo_gap_ev=6.4
C 4.157 -6.339 3.127
C 3.263 -5.206 3.490
P 1.709 -4.929 2.356
C 1.854 -5.843 0.687
C 2.648 -5.028 -0.492
C 4.075 -4.360 -0.043
C 4.170 -2.903 -0.858
C 5.454 -2.024 -0.279
C 5.036 -1.055 0.994
O 4.749 -1.812 2.229
C 5.263 -1.112 3.422
C 4.236 -0.201 4.362
O 6.563 -1.278 3.729
C 1.219 -3.086 2.234
C 0.142 -2.749 1.017
C 0.232 -1.159 0.624
F -1.259 -3.049 1.478
C 0.250 -5.799 3.310
P 0.500 -5.491 5.193
O -0.877 -5.709 5.972
O 1.061 -3.891 5.593
O 1.643 -6.631 5.882
H 5.285 -6.398 3.500
H 3.807 -7.233 2.440
H 3.458 -4.529 4.439
H 0.746 -6.031 0.302
H 2.300 -6.928 0.895
H 2.910 -5.832 -1.335
H 2.005 -4.205 -1.042
H 4.997 -5.002 -0.418
H 4.167 -4.090 1.092
H 3.194 -2.242 -0.675
H 4.318 -3.104 -2.025
H 5.913 -1.300 -1.104
H 6.291 -2.803 0.005
H 4.095 -0.402 0.701
H 5.913 -0.301 1.268
H 4.827 0.228 5.303
H 3.321 -0.816 4.772
H 3.826 0.704 3.731
H 2.147 -2.335 2.238
H 0.631 -2.832 3.242
H 0.306 -3.385 0.049
H -0.208 -1.001 -0.472
H -0.509 -0.590 1.362
H 1.326 -0.734 0.645
H 0.347 -6.973 3.159
H -0.800 -5.419 2.907
H 2.001 -3.898 5.951
H 2.092 -7.143 5.120
F -1.796 0.591 1.813
C -3.076 0.887 2.074
C -3.656 2.002 1.478
C -4.991 2.307 1.746
C -5.728 1.500 2.615
C -5.136 0.386 3.212
C -3.805 0.074 2.935
H -3.065 2.622 0.812
H -5.455 3.172 1.279
H -6.767 1.741 2.827
H -5.710 -0.239 3.891
H -3.331 -0.793 3.383
F 6.208 0.838 -1.619
C 7.439 1.252 -1.947
C 8.479 0.331 -2.004
C 9.760 0.761 -2.350
C 9.989 2.112 -2.624
C 8.940 3.030 -2.559
C 7.657 2.597 -2.224
H 8.284 -0.713 -1.780
H 10.578 0.047 -2.406
H 10.989 2.448 -2.890
H 9.122 4.081 -2.769
H 6.829 3.296 -2.177
F -4.497 4.222 0.025
C -4.263 4.248 -1.294
C -5.115 3.565 -2.154
C -4.875 3.596 -3.528
C -3.777 4.303 -4.025
C -2.924 4.982 -3.154
C -3.172 4.959 -1.781
H -5.958 3.014 -1.749
H -5.539 3.072 -4.209
H -3.587 4.324 -5.097
H -2.068 5.528 -3.543
H -2.524 5.489 -1.090
F 2.920 -0.031 -2.122
C 2.786 0.885 -3.091
C 3.897 1.612 -3.503
C 3.759 2.562 -4.515
C 2.508 2.782 -5.097
C 1.398 2.051 -4.672
C 1.538 1.093 -3.668
H 4.859 1.434 -3.034
H 4.623 3.131 -4.850
H 2.400 3.526 -5.883
H 0.424 2.226 -5.124
H 0.687 0.509 -3.333
F -5.554 4.296 -6.683
C -5.654 5.415 -7.414
C -6.059 6.596 -6.803
C -6.157 7.763 -7.562
C -5.860 7.731 -8.927
C -5.460 6.539 -9.531
C -5.350 5.376 -8.770
H -6.293 6.600 -5.744
H -6.466 8.693 -7.093
H -5.942 8.640 -9.519
H -5.233 6.516 -10.595
H -5.032 4.442 -9.222
F -7.753 -0.013 4.032
C -8.082 -0.493 5.238
C -8.626 0.362 6.190
C -8.974 -0.139 7.444
C -8.762 -1.488 7.737
C -8.211 -2.338 6.777
C -7.874 -1.839 5.519
H -8.776 1.409 5.947
H -9.408 0.520 8.193
H -9.029 -1.878 8.717
H -8.043 -3.387 7.009
H -7.452 -2.487 4.758

=====

118
Properties=species:S:1:pos:R:3 method="wB97M-V/def2-TZVPD" charge=-1 s2=6.016 multiplicity=5 homo_lumo_gap_ev="5.6 / 5.6"
Fe -1.314 0.746 -0.438
C 3.871 -1.446 5.414
S 3.491 -1.086 3.691
C 3.016 0.651 3.900
C 2.795 1.343 2.559
C 1.421 1.126 1.928
N 1.143 -0.259 1.476
P -0.644 -0.663 1.546
C -0.904 -0.336 3.336
C 0.040 -0.629 4.314
C -0.282 -0.516 5.660
C -1.551 -0.108 6.045
C -2.506 0.167 5.075
C -2.184 0.045 3.732
C -0.941 -2.327 1.360
C -1.748 -2.923 0.201
C -2.562 -4.092 0.710
C -2.165 -4.846 1.739
C -1.011 -4.478 2.545
C -0.500 -3.235 2.379
P 1.522 -0.448 -0.211
C 3.197 0.296 -0.370
C 3.322 1.634 -0.736
C 4.569 2.239 -0.809
C 5.712 1.508 -0.521
C 5.601 0.172 -0.160
C 4.354 -0.430 -0.087
C 1.981 -2.201 -0.375
C 2.158 -2.689 -1.668
C 2.480 -4.019 -1.877
C 2.622 -4.874 -0.789
C 2.460 -4.387 0.498
C 2.147 -3.050 0.708
H 4.154 -2.494 5.480
H 3.000 -1.283 6.048
H 4.699 -0.833 5.773
H 3.823 1.148 4.443
H 2.116 0.700 4.515
H 3.597 1.060 1.878
H 2.894 2.422 2.712
H 1.277 1.852 1.117
H 0.674 1.382 2.685
H 1.029 -0.964 4.019
H 0.461 -0.758 6.411
H -1.801 -0.021 7.095
H -3.504 0.470 5.362
H -2.942 0.228 2.981
H -2.445 -2.167 -0.172
H -3.462 -4.355 0.166
H -2.748 -5.718 2.020
H -0.681 -5.109 3.358
H 0.244 -2.899 3.098
H 2.443 2.223 -0.948
H 4.639 3.280 -1.093
H 6.687 1.975 -0.578
H 6.486 -0.404 0.075
H 4.283 -1.467 0.211
H 2.007 -2.032 -2.517
H 2.594 -4.396 -2.885
H 2.845 -5.920 -0.949
H 2.550 -5.052 1.347
H 2.008 -2.665 1.708
Cl -1.532 0.162 -2.843
C -3.215 0.346 -3.288
C -3.500 0.331 -4.639
C -4.821 0.451 -5.039
C -5.809 0.584 -4.075
C -5.479 0.596 -2.732
Cl -6.782 0.761 -1.592
C -4.158 0.481 -2.263
S -3.755 0.466 -0.575
H -2.700 0.225 -5.357
H -5.077 0.442 -6.089
H -6.847 0.677 -4.356
C 0.367 6.516 -3.453
C 0.416 5.049 -3.104
C 1.113 4.158 -3.905
C 1.140 2.812 -3.549
C 1.902 1.803 -4.367
C 0.468 2.392 -2.419
C -0.272 3.247 -1.579
C -0.251 4.606 -1.968
N -0.909 2.700 -0.481
C -1.564 3.605 0.496
C -2.010 2.791 1.708
C -2.847 4.244 -0.064
C -0.569 4.632 1.075
H 0.932 6.722 -4.361
H 0.785 7.127 -2.650
H -0.660 6.851 -3.613
H 1.634 4.503 -4.790
H 2.432 2.282 -5.191
H 1.231 1.052 -4.789
H 2.636 1.273 -3.754
H 0.563 1.348 -2.137
H -0.778 5.354 -1.404
H -2.747 2.035 1.444
H -2.471 3.456 2.440
H -1.158 2.316 2.188
H -3.550 3.447 -0.311
H -2.695 4.838 -0.956
H -3.309 4.880 0.695
H 0.275 4.097 1.514
H -1.055 5.200 1.871
H -0.167 5.342 0.357
C -2.868 -3.611 -2.512
C -1.455 -4.084 -2.165
C -1.416 -5.603 -1.997
C -0.841 -3.340 -0.969
H -3.101 -3.800 -3.563
H -3.002 -2.550 -2.324
H -3.615 -4.135 -1.914
H -0.807 -3.850 -3.019
H -1.873 -5.903 -1.054
H -0.387 -5.967 -1.997
H -1.951 -6.099 -2.811
H -0.391 -2.411 -1.339
H -0.014 -3.937 -0.566

=====

116
Properties=species:S:1:pos:R:3 method="wB97M-V/def2-TZVPD" s2=8.775 multiplicity=6 homo_lumo_gap_ev="5.8 / 7.3"
Fe 0.027 0.333 -0.900
C 2.524 -0.061 2.839
C 2.858 1.266 2.155
C 3.272 1.131 0.688
C 1.748 2.290 2.312
C 2.069 3.468 2.983
C 1.132 4.462 3.208
C -0.154 4.285 2.733
C -0.522 3.130 2.052
C -1.942 3.054 1.504
C -3.002 3.295 2.584
C -2.107 4.053 0.355
C 0.436 2.111 1.848
N 0.009 0.916 1.178
C -0.843 0.147 1.834
C -1.636 -0.825 1.152
N -1.514 -1.009 -0.155
C -2.501 -1.856 -0.779
C -2.301 -3.243 -0.916
C -3.313 -4.019 -1.479
C -4.512 -3.472 -1.893
C -4.702 -2.112 -1.744
C -3.722 -1.285 -1.195
C -4.147 0.176 -1.036
C -3.122 1.228 -1.425
C -4.696 0.461 0.369
C -1.031 -4.012 -0.570
C -0.362 -3.699 0.768
C -0.060 -3.881 -1.752
C -2.524 -1.473 2.155
C -3.501 -2.432 2.125
C -4.117 -2.820 3.349
C -3.770 -2.272 4.555
C -2.770 -1.263 4.612
C -2.293 -0.599 5.776
C -1.309 0.348 5.666
C -0.735 0.714 4.414
C -1.183 0.091 3.280
C -2.192 -0.895 3.406
H 3.361 -0.763 2.754
H 1.629 -0.518 2.421
H 2.331 0.102 3.902
H 3.723 1.676 2.680
H 2.440 0.807 0.069
H 4.096 0.420 0.567
H 3.604 2.099 0.305
H 3.081 3.593 3.353
H 1.403 5.362 3.746
H -0.891 5.066 2.887
H -2.114 2.060 1.105
H -2.989 4.331 2.933
H -2.849 2.643 3.447
H -3.998 3.098 2.179
H -1.903 5.070 0.700
H -3.130 4.026 -0.032
H -1.422 3.831 -0.464
H -3.151 -5.088 -1.576
H -5.283 -4.095 -2.328
H -5.641 -1.667 -2.052
H -4.978 0.293 -1.735
H -2.319 1.307 -0.697
H -3.607 2.207 -1.478
H -2.684 1.016 -2.402
H -3.895 0.455 1.112
H -5.435 -0.285 0.667
H -5.172 1.446 0.394
H -1.333 -5.059 -0.513
H 0.073 -2.706 0.784
H 0.435 -4.426 0.946
H -1.068 -3.765 1.597
H 0.121 -2.829 -1.966
H -0.484 -4.331 -2.652
H 0.901 -4.363 -1.541
H -3.822 -2.901 1.204
H -4.885 -3.583 3.316
H -4.257 -2.602 5.466
H -2.708 -0.846 6.746
H -0.953 0.847 6.559
H 0.033 1.478 4.386
C -0.602 -0.222 -4.221
Ge 0.077 1.617 -3.902
C 1.949 1.751 -4.490
C -0.962 2.735 -5.112
C -0.021 2.023 -2.022
H -0.096 -0.714 -5.057
H -1.669 -0.188 -4.456
H -0.492 -0.863 -3.340
H 2.177 1.059 -5.307
H 2.634 1.559 -3.661
H 2.141 2.765 -4.851
H -0.834 2.368 -6.134
H -0.632 3.776 -5.073
H -2.024 2.696 -4.862
H -0.968 2.496 -1.765
H 0.795 2.688 -1.720
S 5.728 -3.143 -1.927
C 4.125 -2.381 -1.734
C 3.556 -2.263 -0.474
C 2.356 -1.586 -0.352
N 1.717 -1.044 -1.390
C 2.241 -1.209 -2.603
C 3.437 -1.871 -2.822
C 6.688 -1.635 -1.942
C 7.265 -1.172 -0.773
C 7.964 0.028 -0.813
N 8.108 0.762 -1.917
C 7.561 0.291 -3.038
C 6.849 -0.899 -3.106
H 4.051 -2.666 0.400
H 1.901 -1.454 0.616
H 1.678 -0.803 -3.429
H 3.819 -1.983 -3.828
H 7.174 -1.730 0.150
H 8.423 0.422 0.086
H 7.697 0.895 -3.928
H 6.438 -1.244 -4.045